(1)
# C3H8Si

A structure of composition C3H8Si in a non-equilibrium geometry (ωB97M-V/def2-TZVPD, the Open Molecules 2025 dataset).

Each line ends with the Mulliken charge.
Cartesian coordinates (Å):
H -1.14 1.83 -0.30  -0.083
H 1.51 -1.85 0.05  0.227
H -2.83 -0.14 0.52  -0.093
H 1.51 1.44 -0.55  0.358
C -0.06 -0.47 0.06  0.109
H -0.05 -2.61 -0.28  0.256
H 1.09 1.65 1.25  0.334
C 1.33 0.99 0.42  -1.088
Si -1.72 0.45 -0.23  0.346
C 0.46 -1.67 0.05  -0.581
H -2.31 0.02 -1.51  -0.106
H 2.22 0.36 0.53  0.322

## Properties
**Energy relative to the best compared isomer or geometry (same formula, charge and spin)**: 225.6 kJ/mol
**Energy**: -11114.6478 eV
**LUMO energy**: 0.982 eV
**2S+1**: 1
**HOMO-LUMO gap**: 10.41 eV



(2)
# BH22O9

A cluster of 10 separate species, BH22O9 in total in a non-equilibrium geometry (ωB97M-V/def2-TZVPD, the Open Molecules 2025 dataset).

Each line ends with the Mulliken charge.
Cartesian coordinates (Å):
O -0.51 2.85 0.36  -0.660
H -3.59 -1.83 -0.69  0.281
H 0.19 2.40 -0.09  0.347
H 2.08 1.80 -0.44  0.349
H -2.10 -2.19 -0.73  0.278
O -2.62 0.19 -3.23  -0.676
H -0.28 -3.08 1.44  0.303
H 0.39 1.18 -2.78  0.344
H 1.65 -0.43 -1.35  -0.212
O 2.00 0.01 3.28  -0.641
O -2.81 -1.90 -0.14  -0.604
H 0.39 -1.89 -0.62  -0.344
B 0.62 -0.65 -0.71  1.340
O 0.32 2.10 -2.97  -0.745
O -1.03 -2.83 1.95  -0.640
H -0.29 -0.11 -1.34  -0.587
O 3.44 -1.33 1.27  -0.696
H -1.39 1.11 2.36  0.245
H -2.45 1.08 -2.84  0.315
H -0.90 0.10 1.37  0.212
H -0.48 2.24 -2.53  0.313
H 0.70 -0.16 0.42  -0.664
H 1.19 -0.42 3.67  0.336
H -1.39 -2.06 1.59  0.270
H -0.42 2.78 1.32  0.245
H 3.05 -2.12 1.71  0.317
H 1.45 2.14 -1.66  0.419
H -2.13 -0.35 -2.61  0.309
O -1.63 0.24 1.97  -0.606
H 1.89 -0.22 2.36  0.282
O 1.78 2.55 -0.87  -0.746
H 2.86 -1.19 0.52  0.315

## Properties
**Energy relative to the best compared isomer or geometry (same formula, charge and spin)**: 90.6 kJ/mol
**Energy**: -19461.7886 eV
**Charge**: -1
**LUMO energy**: 2.927 eV
**2S+1**: 1
**HOMO-LUMO gap**: 10.01 eV



(3)
# C11H19BN2

A cluster of 2 separate species, C11H19BN2 in total in a non-equilibrium geometry (ωB97M-V/def2-TZVPD, the Open Molecules 2025 dataset).

Each line ends with the Löwdin spin population.
Cartesian coordinates (Å):
C 1.56 -0.26 0.31  0.582
N -1.42 -1.33 -0.20  0.050
B -0.74 -0.14 0.24  0.190
H -3.22 -1.40 -1.30  0.002
C -2.85 -1.62 -0.28  0.009
C 2.19 0.22 -0.87  0.133
H -1.28 -3.13 -1.12  0.001
H 4.32 -0.62 2.42  0.001
C 3.54 0.26 -0.85  0.164
C -0.49 1.53 2.01  0.017
H 1.63 -0.76 2.43  0.032
C -2.29 1.79 0.39  0.017
H -3.19 1.63 1.02  0.009
H 2.15 0.95 -2.87  0.001
N -1.15 1.05 0.75  0.110
H -2.88 1.46 -0.55  0.001
H 4.16 0.47 -1.68  0.013
C -0.61 -2.36 -0.84  0.017
H -3.16 -2.67 -0.11  0.000
H 0.88 1.56 -1.87  0.002
C 1.43 0.67 -2.11  0.015
H -0.95 2.46 2.24  0.001
H -0.59 0.82 2.82  0.005
H -3.42 -1.16 0.49  0.000
H 5.38 -0.21 0.25  0.015
H 0.60 1.64 1.72  0.007
H 0.67 0.00 -2.50  0.001
H 0.30 -2.64 -0.04  0.007
C 3.67 -0.50 1.50  0.084
H -0.08 -1.97 -1.75  0.004
C 4.26 -0.06 0.33  0.199
H -2.03 2.85 0.33  0.000
C 2.24 -0.64 1.46  0.309

## Properties
**Energy**: -15364.7201 eV
**LUMO energy (alpha / beta)**: 0.312 / -2.482 eV
**2S+1**: 3
**HOMO-LUMO gap (alpha / beta)**: 3.52 / 5.08 eV



(4)
# C4H8ClOP

An isolated molecule of C4H8ClOP in a non-equilibrium geometry (ωB97M-V/def2-TZVPD, the Open Molecules 2025 dataset).

Each line ends with the Löwdin spin population.
Cartesian coordinates (Å):
H 3.03 1.68 1.61  0.057
C -0.36 0.97 -0.19  0.277
C 0.59 -1.33 -0.87  0.005
H -1.73 -2.19 -0.83  0.003
H -1.04 1.69 -0.76  0.010
O -0.41 2.75 1.73  0.544
H 0.72 1.30 -0.30  0.013
P -0.44 1.27 1.72  0.874
H 1.43 -0.95 -0.40  0.000
C -1.70 -1.22 -0.36  0.054
C -0.56 -0.49 -0.43  0.017
Cl 2.02 0.93 2.04  0.137
H -2.67 -0.81 -0.10  0.008
H 0.44 -2.45 -0.82  0.001
H 0.67 -1.16 -2.04  -0.001

## Properties
**Energy relative to the best compared isomer or geometry (same formula, charge and spin)**: 156.1 kJ/mol
**Energy**: -28132.0738 eV
**LUMO energy (alpha / beta)**: 0.626 / -2.425 eV
**2S+1**: 3
**HOMO-LUMO gap (alpha / beta)**: 6.88 / 6.95 eV



(5)
# C15H15F6O15

A cluster of 6 separate species, C15H15F6O15 in total in a non-equilibrium geometry (ωB97M-V/def2-TZVPD, the Open Molecules 2025 dataset).

Each line ends with the Mulliken charge.
Cartesian coordinates (Å):
H 1.61 1.43 2.80  1.139
F -3.90 -2.30 -1.81  -0.304
H 2.06 0.48 0.16  0.130
O -2.14 3.61 -3.97  -0.329
C -1.92 3.30 -2.61  0.811
C 2.42 1.23 0.79  0.662
O 2.78 -2.79 2.21  -0.378
C 2.12 -2.88 -0.05  -0.331
O -3.58 -4.05 -0.33  -0.327
H -1.59 -2.75 -2.36  0.161
F 1.72 2.44 0.53  -0.339
O -0.40 4.87 2.39  -0.618
O -0.71 2.78 2.95  -0.361
C 4.43 1.30 1.63  0.574
F -1.39 4.50 -2.13  -0.317
O -1.46 3.46 1.02  -0.291
O 5.60 1.35 1.57  -0.527
H -0.33 0.82 2.03  -0.561
C -1.33 2.82 -4.64  0.512
O 3.77 1.21 0.46  -0.398
H 0.90 -1.98 1.30  -0.263
C 2.25 0.94 2.35  -1.115
C 3.83 -2.49 1.41  0.559
H 1.89 -0.01 2.68  0.265
H 1.69 -2.10 -0.73  0.196
H 0.11 2.20 -1.93  0.014
O 3.66 1.11 2.66  -0.420
O -1.27 2.74 -5.80  -0.545
O -0.59 1.99 -3.92  -0.395
H -1.65 1.49 0.25  0.019
F 0.83 -4.09 1.54  -0.293
H -0.97 -2.68 -0.71  -0.423
F -0.27 -0.30 -0.39  -0.782
C -3.19 -2.76 -0.72  0.571
H 1.96 -3.94 -0.44  0.347
H -1.22 1.32 -2.22  0.087
O -1.61 -4.45 -1.18  -0.273
C -1.27 1.64 2.25  0.494
O 3.42 -2.47 0.09  -0.387
C -1.94 2.10 1.08  0.644
C 1.57 -2.93 1.40  1.009
C -0.84 3.78 2.11  0.692
C -2.73 -4.91 -0.84  0.657
C -0.91 2.14 -2.53  -0.086
O 4.93 -2.23 1.76  -0.497
H -2.88 3.06 -2.02  0.218
C -1.77 -3.04 -1.22  0.316
H -3.13 -1.91 0.06  0.229
H -2.20 0.96 2.84  0.289
O -3.07 -6.12 -0.88  -0.664
F -3.30 2.09 1.13  -0.370

## Properties
**Energy relative to the best compared isomer or geometry (same formula, charge and spin)**: 116.7 kJ/mol
**Energy**: -62813.7180 eV
**Charge**: -1
**LUMO energy**: 2.214 eV
**2S+1**: 1
**HOMO-LUMO gap**: 9.75 eV